A single C2H3NOS2 molecule in a non-equilibrium geometry. Source: the Open Molecules 2025 dataset; level of theory: wB97M-V/def2-TZVPD.

For the total energy, the calculation gives -27326.075 eV. Its expectation value of S² is 2.01. The multiplicity is 3. The calculation puts the HOMO energy (spin up / spin down) at -8.433 / -9.614 eV. Its lowest unoccupied orbital energy (spin up / spin down) is 0.021 / -0.100 Eh. For the energy above the lowest of the compared OMol25 structures with the same formula, charge and spin, the calculation gives 38.27 kcal per mole. As for the max |F|: 3.55 eV/A. Its net charge is 0.

Atoms and positions in Å:
N  -0.600  -1.746  -0.608
C  0.760  0.538  0.257
H  -1.278  0.407  1.823
S  1.146  -1.063  1.050
S  -0.499  1.540  1.315
H  -1.247  -0.406  -1.933
O  0.398  0.318  -1.019
H  1.784  1.065  0.320
C  -0.464  -0.654  -1.205

Cartesian forces, eV/Å:
N 0.09 0.07 -0.12
C 2.14 -0.08 2.83
H 1.32 1.74 -0.96
S -0.02 0.75 0.65
S -0.18 -2.56 0.06
H 0.35 0.07 -0.32
O 0.96 2.26 -1.23
H -1.94 -0.23 -0.37
C -2.73 -2.01 -0.54